Record 1
DFT (wB97M-V/def2-TZVPD) results for a cluster of 10 separate species, C5H30N2O10 in total in a non-equilibrium geometry.

Last column: Löwdin charge in e.
CARTESIAN COORDINATES (ANGSTROEM)
C 2.1172 -0.2709 3.0149  -0.164
N 0.7127 0.0913 3.3319  0.079
C -0.0288 0.7957 2.4424  -0.577
N 0.5264 1.2930 1.2404  0.124
O -1.2254 0.9771 2.5819  0.058
C 2.0528 -1.7167 2.4608  -0.167
C 1.5228 -1.7799 0.9905  -0.217
C 2.6255 -2.2576 0.0283  -0.085
H 2.5987 0.4290 2.3511  0.104
H 2.6762 -0.1155 3.9436  0.116
H 0.2343 -0.5484 3.9329  0.139
H 1.4507 1.6699 1.1268  0.104
H -0.2191 1.7351 0.7315  0.051
H 3.0555 -2.1343 2.5261  0.094
H 1.4584 -2.2621 3.1970  0.104
H 0.6513 -2.4263 0.9859  0.073
H 1.4262 -0.7337 0.7426  0.058
H 2.3317 -3.1844 -0.4612  0.069
H 3.0208 -1.4282 -0.5467  0.074
H 3.4656 -2.6652 0.6020  0.064
H -0.1602 2.4846 -3.9287  0.070
H -0.2311 1.5719 -2.7649  0.008
O 0.1141 2.4327 -3.0067  -0.038
H -3.6560 -0.7884 0.5402  0.026
H -2.8762 -1.1983 1.8332  0.008
O -3.7386 -1.1773 1.4160  -0.048
H 0.5264 -2.9661 -1.9718  0.025
H 0.4548 -2.7011 -3.4065  0.058
O 0.8988 -2.3492 -2.6226  -0.060
H -1.8420 -1.3588 -2.9510  0.009
H -2.1035 0.1243 -2.8081  0.001
O -2.2823 -0.6251 -3.3880  -0.049
H -2.9742 2.8199 -0.5937  0.025
H -2.2330 1.5854 -0.4431  -0.018
O -3.0903 1.8809 -0.7576  -0.058
H 0.0393 0.3836 -0.5268  0.005
H 0.1191 -0.5489 -1.8096  0.034
O -0.4759 -0.0891 -1.1957  -0.062
H -0.0244 2.9459 -0.4152  0.003
H -0.8100 3.5612 -1.5846  0.043
O -0.8565 3.3430 -0.6473  -0.047
H -0.8471 -2.9812 0.5206  0.019
H -1.3840 -1.8196 -0.2587  0.023
O -1.0110 -2.7034 -0.3680  -0.051
H 3.2655 1.4048 -2.7253  0.035
H 2.1755 1.7310 -1.7428  -0.009
O 3.0678 1.9880 -1.9936  -0.051

***

Record 2
DFT (wB97M-V/def2-TZVPD) results for a cluster of 2 separate species, CH3NOS2 in total in a non-equilibrium geometry.

Last column: Löwdin charge in e.
CARTESIAN COORDINATES (ANGSTROEM)
C -0.5369 -1.9109 0.9113  -0.143
N -0.2613 -2.1627 1.9584  0.042
O 0.0815 0.3559 0.2235  -0.841
S -0.6627 1.5781 -0.2278  0.430
S 0.0808 1.2098 -2.0019  0.391
H -0.7521 -1.1295 0.0560  0.089
H 0.7312 0.3086 1.1187  0.197
H 1.3195 1.7507 -2.0382  -0.167

***

Which energy relative to the best compared isomer or geometry (same formula, charge and spin) belongs to each record? In order, 230.1 290.3 kJ/mol.